Record 1
Below is 10 unconnected molecules or ions with the total composition C29H60F6N7O11P in a non-equilibrium geometry, with properties calculated with the ωB97M-V functional and the def2-TZVPD basis.

XYZ file:
```
114
Properties=species:S:1:pos:R:3:forces:R:3
C 1.15133 -5.64090 -2.90800 0.716 -0.151 0.584
C 1.80379 -4.69787 -3.98652 -0.968 0.830 -0.472
C 1.11261 -3.32149 -3.93432 -0.988 0.811 -0.195
C 1.35954 -2.40641 -2.72263 -0.145 -0.083 0.173
C 2.83976 -2.12029 -2.61515 0.540 0.027 -0.792
C 3.76517 -3.36595 -2.56992 -0.805 0.373 -0.136
N 3.28534 -4.41019 -3.63267 3.370 -5.670 -0.468
O 4.13826 -5.31196 -3.99582 -4.284 5.111 1.603
C 3.49611 -4.00698 -1.18740 0.825 -1.071 0.504
C 5.21485 -2.97406 -2.88724 0.039 0.202 0.744
C 1.64140 -5.20055 -5.47484 0.781 -0.882 1.973
H 0.10053 -5.88741 -3.06401 -0.005 0.436 -0.791
H 1.11952 -5.19692 -1.91360 0.231 0.274 -0.158
H 1.61681 -6.61487 -2.75328 0.449 0.093 -0.420
H 0.04305 -3.47367 -4.09100 -0.110 -0.460 0.490
H 1.28840 -2.79281 -4.87394 0.776 0.244 0.100
H 0.88117 -2.73932 -1.80039 0.372 -0.622 0.037
H 0.88555 -1.42563 -2.78704 -0.176 -0.050 -0.698
H 3.09557 -1.47869 -1.77179 -0.059 -0.227 0.199
H 3.09513 -1.53127 -3.49870 0.182 0.017 -0.111
H 4.08749 -3.48411 -0.43461 0.179 0.272 -0.274
H 3.82209 -5.04626 -1.12472 0.165 -0.037 -0.205
H 2.48499 -4.00582 -0.78314 -0.192 0.368 -0.679
H 6.01093 -3.71524 -2.83041 -0.513 -0.503 -0.200
H 5.50037 -2.28098 -2.09400 -0.185 0.247 -0.050
H 5.28301 -2.42703 -3.82682 -0.095 -0.137 -0.052
H 1.97375 -4.43054 -6.16722 -0.380 -0.141 -0.130
H 0.60384 -5.52939 -5.52022 -0.140 0.640 -0.420
H 2.18355 -6.13391 -5.62786 0.322 0.166 -0.057
P -0.41767 0.08116 0.75642 0.413 0.162 -0.185
F -1.76380 0.73488 1.40539 0.743 -0.084 -1.766
F -0.37829 -0.80807 2.06351 0.533 -1.541 -0.579
F -1.21707 -1.03847 -0.15470 -0.872 0.615 1.019
F 0.87504 -0.54125 -0.02567 1.218 -1.011 1.070
F -0.40906 1.12511 -0.45203 -1.680 0.830 -0.762
F 0.61404 1.10444 1.51610 -0.801 -0.336 0.338
O 0.36274 3.53022 4.69492 -0.066 0.356 -0.249
C 0.81480 4.14892 3.72838 0.959 0.551 1.176
N 0.80153 3.60900 2.51130 -0.756 -0.985 -0.854
C 1.59301 5.46922 3.86738 -0.536 -0.756 -1.023
H 0.27328 2.75163 2.44797 0.136 -0.014 0.075
H 0.95108 3.99072 1.58800 0.145 0.760 0.329
H 1.03796 6.21218 4.43620 0.170 -0.138 0.119
H 1.74532 5.80437 2.84059 0.034 0.475 0.110
H 2.58581 5.26227 4.26498 -0.183 0.013 0.361
O -4.30629 2.10518 4.18948 -1.020 0.086 0.129
C -3.17271 2.46422 4.46961 -0.698 -0.748 -0.358
N -2.17120 2.06519 3.66501 0.769 0.620 0.914
C -2.90434 3.36365 5.64848 1.334 0.076 -0.807
H -2.38007 1.63996 2.77317 0.167 0.034 0.638
H -1.23513 2.21004 4.01828 0.217 0.107 -0.504
H -2.10404 4.03597 5.33131 -0.402 0.623 -0.153
H -2.34139 2.88885 6.45296 -0.781 -0.462 0.326
H -3.83922 3.86319 5.88837 0.281 -0.089 0.417
O -5.23103 1.25465 -2.67352 -0.218 0.281 -0.065
C -4.24177 1.29671 -1.95379 -2.835 -0.814 -1.694
N -3.40279 0.24380 -1.98258 2.160 0.264 1.070
C -4.04484 2.42463 -1.02878 1.905 1.094 0.104
H -2.46995 0.44240 -1.64986 0.016 -0.512 0.196
H -3.50518 -0.54017 -2.60534 -0.429 0.389 -0.135
H -2.96869 2.61511 -0.98730 0.226 -0.250 0.765
H -4.44997 2.26609 -0.03098 0.023 -0.082 -0.100
H -4.35945 3.37624 -1.45550 -0.812 -0.348 -0.071
O 0.90400 4.06956 -0.60625 1.002 -0.042 0.155
C 2.02889 3.54317 -0.61028 -1.740 0.127 -0.308
N 2.13964 2.22499 -0.35448 0.023 0.666 -0.441
C 3.27109 4.27565 -0.97056 0.534 -1.020 0.294
H 1.23447 1.79011 -0.19604 0.917 -0.196 0.115
H 3.03607 1.82316 -0.13748 -0.349 -0.252 0.042
H 3.25940 4.49269 -2.03778 -0.128 0.558 0.170
H 4.05526 3.52872 -0.83777 0.520 0.462 0.067
H 3.41254 5.11353 -0.29073 0.081 0.209 -0.452
O -0.90507 -5.89398 -0.52105 -0.243 0.893 -0.377
C -1.06421 -4.66193 -0.51085 -0.096 -3.070 -0.179
N -0.35855 -3.92472 0.33707 0.007 2.144 -0.330
C -1.99961 -4.02621 -1.53350 -0.128 -0.264 1.187
H 0.38331 -4.27525 0.92043 -0.327 -0.266 -0.042
H -0.47323 -2.93209 0.19335 0.246 0.246 0.669
H -2.84634 -4.70417 -1.63200 0.318 -0.265 -0.376
H -1.38568 -3.97908 -2.43232 -0.465 0.330 -0.260
H -2.47035 -3.09652 -1.21429 0.612 0.367 -0.182
O -5.34380 -2.89560 2.65668 1.131 0.980 -0.273
C -5.00728 -1.71688 2.88297 -2.009 -2.247 -0.339
N -5.80150 -1.03626 3.72337 0.037 1.086 0.602
C -3.87833 -1.03185 2.21461 0.254 0.404 0.059
H -5.58393 -0.11942 4.08620 0.044 0.047 -0.190
H -6.59415 -1.54033 4.08745 0.166 0.039 0.032
H -4.04958 -0.93038 1.14275 -0.111 -0.388 -0.033
H -3.00309 -1.65683 2.38876 0.206 0.309 -0.139
H -3.76263 -0.00915 2.56993 0.191 -0.207 0.312
O -1.88141 6.80365 -4.10592 0.781 -1.031 0.498
C -1.68631 5.61983 -3.86060 1.917 5.409 -0.152
O -2.66436 4.80791 -3.94774 -1.717 -3.623 -0.271
C -2.03521 3.50756 -4.09615 -0.019 -0.994 0.114
C -0.83508 3.59711 -3.16167 0.523 -1.560 0.092
C -0.35224 4.97321 -3.46026 -0.235 1.548 -0.676
H -1.78440 3.38829 -5.15154 0.299 0.158 -0.044
H -2.66893 2.65126 -3.86737 -0.545 0.512 0.271
H -0.09787 2.80817 -3.32125 0.034 -0.001 -0.375
H -1.16675 3.38069 -2.14591 -0.002 0.702 0.155
H 0.32319 5.08175 -4.31316 -0.351 -0.730 -0.628
H 0.23675 5.62493 -2.81523 -0.716 -0.413 1.042
O 4.38839 0.71291 5.03710 0.009 0.690 0.290
C 3.28076 0.27087 5.02732 -0.288 -1.985 -1.950
O 2.88204 -0.69200 5.87995 0.255 -0.142 1.149
C 1.50399 -1.06535 5.72227 -0.209 0.631 -0.088
C 0.94615 -0.05789 4.70986 0.803 0.048 -0.042
C 2.21788 0.26117 3.90735 -0.226 1.253 0.569
H 1.07994 -1.00273 6.72358 -0.260 -0.096 -0.152
H 1.41027 -2.08229 5.34000 0.320 -0.092 0.078
H 0.71496 0.88419 5.20848 -0.511 -0.111 0.069
H 0.12115 -0.43782 4.11365 0.028 0.149 0.245
H 2.15725 1.22733 3.40902 0.073 -0.091 -0.026
H 2.48792 -0.49517 3.16953 0.084 -0.119 0.101
```
Forces are in eV/Å.

Results
* electronic energy: -3292.6716 hartree
* net charge: 0
* orbital gap: 3.73 eV



Record 2
Below is 3 unconnected molecules or ions with the total composition C3H13N2O3 in a non-equilibrium geometry, with properties calculated with the ωB97M-V functional and the def2-TZVPD basis.

XYZ file:
```
21
Properties=species:S:1:pos:R:3:forces:R:3
C -1.41940 -0.62741 0.93878 0.325 0.068 0.488
C -0.52743 0.20234 1.83793 1.222 1.272 0.758
C 0.01859 1.45726 1.14371 0.472 -1.768 -1.507
N 0.43697 2.50122 1.84348 -0.020 0.294 -0.304
O 0.22819 1.39654 -0.07584 -0.400 -0.232 0.380
N -0.59439 -1.43037 -0.03301 -0.082 2.875 -0.459
H -2.02105 0.03939 0.32777 -0.328 -0.198 0.070
H -1.99459 -1.31269 1.54269 -0.403 -0.109 -0.065
H -0.97065 0.58338 2.76086 -0.621 -0.655 -0.047
H 0.38094 -0.34143 2.19304 -0.589 0.119 -0.304
H 0.11519 2.75070 2.75509 -0.017 0.060 0.306
H 0.82542 3.18467 1.21279 0.119 0.532 0.438
H 0.18321 -1.87598 0.42966 -0.124 -1.358 -0.034
H -0.04718 -0.65899 -0.52362 -0.762 -0.799 -0.472
H -1.23972 -1.93841 -0.67201 1.368 -0.056 0.426
H 0.46978 0.96891 -2.83531 -0.573 -1.937 -0.027
H -0.14123 0.17931 -3.99159 0.384 -0.616 1.451
O 0.16888 0.02438 -3.05182 0.130 2.668 -1.356
H 1.85000 -1.13740 -2.44120 -0.469 0.042 0.334
H 2.47540 -2.32134 -1.74903 0.001 -0.067 0.268
O 1.80308 -1.64409 -1.61237 0.366 -0.136 -0.343
```
Forces are in eV/Å.

Results
* electronic energy: -457.1308 hartree
* net charge: +1
* ΔE to the lowest compared entry with this formula, charge and spin: 49.15 kJ/mol
* orbital gap: 11.14 eV



Record 3
Below is 3 unconnected molecules or ions with the total composition C29H60BIN3O2Si in a non-equilibrium geometry, with properties calculated with the ωB97M-V functional and the def2-TZVPD basis.

XYZ file:
```
97
Properties=species:S:1:pos:R:3:forces:R:3
C 10.41819 0.27804 -2.51684 -0.158 -0.224 0.264
C 9.10609 0.28118 -1.77323 0.072 0.086 0.170
C 9.10995 0.46302 -0.38850 -0.617 -0.063 -0.090
C 7.89690 0.45263 0.29520 -0.265 -0.152 -0.495
C 6.70345 0.24323 -0.39106 0.071 -0.010 -0.096
C 6.67039 0.03236 -1.77419 0.522 0.248 -0.115
C 5.41447 -0.23100 -2.53393 -0.018 -0.353 0.170
B 4.89933 -1.80565 -2.60565 0.264 0.596 -1.282
I 4.15944 -2.35024 -0.51751 -0.080 -0.206 0.486
C 3.71003 -1.87500 -3.75501 -0.286 -0.176 0.728
C 2.39091 -2.55999 -3.44265 -0.148 0.278 -0.658
O 1.50610 -1.65734 -2.74773 0.009 -0.485 0.040
Si 0.13776 -2.33574 -2.13749 -0.327 0.253 0.544
C 0.42034 -3.79411 -0.98450 -0.011 0.127 -0.190
C -1.07189 -2.90832 -3.46392 -0.078 -0.007 0.150
C -0.71412 -0.95709 -1.16178 0.613 0.128 -0.448
C 6.14057 -2.78098 -3.03782 -0.199 0.102 0.844
C 5.94440 -4.24068 -2.83140 0.768 0.057 0.170
O 4.89058 -4.81270 -2.86571 -0.685 -0.403 -0.472
N 7.17466 -4.98262 -2.60969 -0.652 -0.310 -0.278
C 7.04567 -6.34781 -3.12400 0.302 0.391 0.237
C 7.51756 -4.94890 -1.18225 0.752 0.321 -0.176
C 7.90032 0.07558 -2.44552 0.268 0.051 0.554
H 11.15996 0.86866 -1.98799 0.098 0.226 -0.005
H 10.81330 -0.73653 -2.55058 0.047 -0.138 -0.200
H 10.30984 0.65040 -3.53062 0.033 0.025 -0.145
H 10.03182 0.60814 0.15582 0.176 0.055 -0.038
H 7.84299 0.59490 1.36392 0.175 0.046 0.155
H 5.76991 0.22447 0.14896 -0.097 0.011 0.103
H 4.60658 0.39811 -2.16214 -0.161 0.007 0.089
H 5.57150 0.05467 -3.57699 0.073 0.071 -0.149
H 3.43352 -0.86721 -4.07288 -0.001 0.190 -0.017
H 4.08529 -2.36757 -4.65433 0.262 -0.094 -0.052
H 2.52211 -3.49435 -2.89633 0.134 0.010 0.261
H 1.90043 -2.81400 -4.39252 -0.081 -0.089 -0.030
H 1.43649 -3.85972 -0.60574 0.166 0.087 -0.027
H -0.23923 -3.66413 -0.12873 -0.131 -0.085 0.134
H 0.17200 -4.73596 -1.46758 -0.014 -0.166 -0.039
H -0.93381 -3.94966 -3.74187 0.174 -0.108 -0.181
H -1.08082 -2.28913 -4.35793 0.113 0.069 -0.120
H -2.07197 -2.84698 -3.03149 -0.130 0.015 0.081
H -1.60493 -0.60639 -1.67838 -0.282 -0.049 0.151
H -0.91392 -1.24024 -0.13336 -0.283 -0.069 0.081
H -0.02702 -0.11161 -1.12701 0.104 0.093 0.039
H 6.29706 -2.67962 -4.11540 0.060 0.099 -0.186
H 7.09285 -2.51370 -2.57615 0.081 0.047 0.027
H 6.58448 -6.30446 -4.10288 -0.165 -0.088 -0.128
H 8.04042 -6.77367 -3.25021 0.105 -0.089 0.137
H 6.45212 -6.98214 -2.46361 -0.132 -0.174 -0.046
H 6.85715 -4.29588 -0.61772 -0.215 -0.019 0.069
H 7.49839 -5.95341 -0.76296 -0.254 -0.091 0.125
H 8.53033 -4.56917 -1.03801 0.132 0.023 0.003
H 7.94037 -0.05776 -3.51849 -0.134 -0.037 -0.148
C -2.88520 2.71003 -2.20984 -0.015 0.016 -0.026
C -3.64131 2.08175 -1.05005 0.026 -0.063 -0.154
N -4.24765 3.05113 -0.15291 -0.030 0.010 0.074
C -4.74868 2.45667 1.07235 0.069 -0.062 0.198
C -5.91039 1.45760 0.97828 -0.077 0.048 0.100
C -5.11535 4.03012 -0.78108 -0.016 0.166 -0.132
C -6.33157 3.52055 -1.56948 -0.062 0.099 0.024
H -2.10474 3.38092 -1.84925 -0.027 0.030 0.015
H -2.41107 1.92624 -2.80113 0.023 -0.008 0.021
H -3.54234 3.26853 -2.87854 0.004 -0.002 -0.001
H -2.92917 1.48940 -0.47041 -0.078 -0.022 0.090
H -4.37900 1.37123 -1.45681 0.030 -0.025 -0.008
H -5.03312 3.26523 1.75344 -0.024 0.049 -0.064
H -3.90637 1.95308 1.55665 0.039 -0.014 -0.083
H -6.86390 1.95599 0.80496 -0.005 -0.009 -0.073
H -6.00182 0.91463 1.92192 0.015 -0.007 -0.007
H -5.75914 0.71788 0.19232 0.031 0.010 -0.017
H -4.50474 4.63698 -1.45349 0.042 -0.066 -0.013
H -5.45368 4.72693 -0.00912 -0.005 -0.080 0.078
H -6.08710 2.65526 -2.18647 0.031 -0.006 0.004
H -6.69160 4.30622 -2.23760 0.015 0.002 0.003
H -7.16146 3.25239 -0.91716 0.017 -0.093 -0.001
C -6.29520 1.76272 8.12083 -0.010 0.003 0.031
C -6.58027 2.92230 7.17832 -0.095 -0.081 0.080
N -6.00162 2.75064 5.85943 0.012 0.059 -0.078
C -6.05941 3.95369 5.04719 0.115 0.160 -0.044
C -7.43585 4.48762 4.62754 0.027 0.021 -0.078
C -6.34363 1.51345 5.17949 -0.005 -0.252 -0.015
C -7.82815 1.22083 4.91598 0.031 -0.062 -0.099
H -5.22194 1.59947 8.22488 0.005 -0.022 -0.052
H -6.70330 1.98536 9.10779 0.008 0.011 0.003
H -6.75538 0.83382 7.78290 0.000 -0.001 0.001
H -6.14697 3.82715 7.61296 -0.012 0.059 -0.086
H -7.66999 3.08595 7.14440 -0.001 0.008 0.028
H -5.45727 3.78762 4.14979 -0.008 -0.076 0.006
H -5.54188 4.74312 5.60127 -0.021 -0.039 0.072
H -7.87531 3.89783 3.82428 -0.036 -0.047 0.036
H -7.33182 5.50839 4.25366 0.016 -0.002 0.009
H -8.13933 4.51541 5.46021 0.004 -0.015 0.018
H -5.92979 0.68374 5.75679 -0.008 0.050 0.074
H -5.80024 1.48343 4.23202 0.011 0.144 -0.006
H -8.45505 1.46369 5.77513 0.016 0.011 0.021
H -7.96032 0.15733 4.70599 0.014 0.001 0.008
H -8.20617 1.76378 4.05102 -0.039 0.068 0.047
```
Forces are in eV/Å.

Results
* electronic energy: -2067.9160 hartree
* net charge: -1
* ΔE to the lowest compared entry with this formula, charge and spin: 0.00 kJ/mol
* orbital gap: 6.92 eV



Question: Look up the electronic energy of the third one.
Answer: -2067.9160 hartree